Molecular formula: C3H12NOS
Method: DFT, wB97M-V/def2-TZVPD

The calculation puts the HOMO-LUMO gap at 0.3688 hartree. Its net charge is +1. Its energy is -649.4416 Eh. The energy above the lowest of the compared OMol25 structures with the same formula, charge and spin comes out at 5.7 kcal per mole. The HOMO energy comes out at -13.33 eV.

Each atom is followed by the atoms it is bonded to, with distances in Å.
Positions of all 18 atoms, in Å:
1 C -0.667 -1.791 -0.043  C2 1.517, H6 1.110, H7 1.098, H8 1.091
2 C 0.036 -0.452 0.072  C1 1.517, C3 1.523, N5 1.530, H9 1.086
3 C -0.837 0.691 0.573  C2 1.523, S4 1.822, H10 1.111, H11 1.095
4 S 0.156 2.184 0.901  C3 1.822, H12 1.308
5 N 1.209 -0.603 1.042  C2 1.530, H13 1.025, H14 1.022, H15 1.023
6 H -1.493 -1.734 -0.783  C1 1.110
7 H -1.046 -2.157 0.920  C1 1.098
8 H -0.001 -2.578 -0.400  C1 1.091
9 H 0.553 -0.211 -0.853  C2 1.086
10 H -1.630 0.981 -0.148  C3 1.111
11 H -1.360 0.356 1.475  C3 1.095
12 H -0.607 2.651 1.855  S4 1.308
13 H 1.653 0.319 1.110  N5 1.025
14 H 0.924 -0.999 1.940  N5 1.022
15 H 1.961 -1.180 0.658  N5 1.023
16 H 0.723 0.950 -3.225  O18 0.960
17 H 0.111 2.248 -2.652  O18 0.970
18 O 0.315 1.324 -2.441  H16 0.960, H17 0.970



Molecular formula: C3H12NOS2
Method: DFT, wB97M-V/def2-TZVPD

The calculation puts the HOMO-LUMO gap at 0.3655 hartree. Its net charge is +1. Its energy is -1047.6249 Eh. The energy above the lowest of the compared OMol25 structures with the same formula, charge and spin comes out at 14.5 kcal per mole. The HOMO energy comes out at -13.12 eV.

Each atom is followed by the atoms it is bonded to, with distances in Å.
Positions of all 19 atoms, in Å:
1 N 0.702 -0.888 -0.024  C2 1.532, H7 1.034, H8 1.045, H9 1.010
2 C 0.075 0.404 -0.557  N1 1.532, C3 1.480, C4 1.549, H10 1.094
3 C 0.457 0.592 -1.974  C2 1.480, H11 1.104, H12 1.090, H13 1.096
4 C 0.481 1.594 0.348  C2 1.549, S5 1.800, H14 1.093, H15 1.102
5 S -0.240 1.933 1.962  C4 1.800, S6 2.067
6 S -0.470 0.028 2.732  S5 2.067, H16 1.345
7 H 0.698 -0.750 1.000  N1 1.034
8 H -0.040 -1.623 -0.069  N1 1.045
9 H 1.557 -1.145 -0.496  N1 1.010
10 H -0.991 0.236 -0.381  C2 1.094
11 H -0.216 0.229 -2.770  C3 1.104
12 H 0.510 1.618 -2.338  C3 1.090
13 H 1.335 0.014 -2.283  C3 1.096
14 H 1.563 1.602 0.500  C4 1.093
15 H 0.330 2.500 -0.262  C4 1.102
16 H 0.606 -0.131 3.523  S6 1.345
17 H -2.107 -1.853 1.141  O19 0.958
18 H -2.371 -2.510 -0.260  O19 0.948
19 O -1.880 -1.849 0.210  H17 0.958, H18 0.948



Molecular formula: C3H12NOS2
Method: DFT, wB97M-V/def2-TZVPD

The calculation puts the HOMO-LUMO gap at 0.1138 hartree. Its net charge is +1. Its energy is -1047.4425 Eh. The energy above the lowest of the compared OMol25 structures with the same formula, charge and spin comes out at 129.0 kcal per mole. The HOMO energy comes out at -12.63 eV.

Each atom is followed by the atoms it is bonded to, with distances in Å.
Positions of all 19 atoms, in Å:
1 N -1.164 1.783 0.797  C2 1.459, H7 1.003, H9 1.012
2 C -2.044 0.661 0.489  N1 1.459, C3 1.537, C4 1.523, H10 1.094
3 C -3.211 0.557 1.484  C2 1.537, H11 1.091, H12 1.087, H13 1.090
4 C -1.269 -0.649 0.544  C2 1.523, S5 1.749, H14 1.113, H15 1.122
5 S 0.201 -0.648 -0.402  C4 1.749
6 S 4.580 0.023 0.270  H8 1.325, H16 1.319
7 H -1.608 2.660 0.601  N1 1.003
8 H 3.634 -0.575 -0.440  S6 1.325
9 H -0.377 1.737 0.162  N1 1.012
10 H -2.460 0.735 -0.520  C2 1.094
11 H -2.844 0.254 2.466  C3 1.091
12 H -3.698 1.525 1.563  C3 1.087
13 H -3.919 -0.196 1.139  C3 1.090
14 H -1.029 -1.004 1.571  C4 1.113
15 H -1.812 -1.564 0.187  C4 1.122
16 H 5.521 -0.635 -0.379  S6 1.319
17 H -1.292 -0.732 -2.386  O19 0.959
18 H -2.398 -1.391 -3.248  O19 0.964
19 O -2.240 -0.851 -2.466  H17 0.959, H18 0.964



Molecular formula: C3H12NOS2
Method: DFT, wB97M-V/def2-TZVPD

The spin multiplicity is 2. The calculation puts the HOMO-LUMO gap (alpha / beta) at 0.3486 / 0.2022 hartree. Its net charge is +2. Its energy is -1047.1493 Eh. The energy above the lowest of the compared OMol25 structures with the same formula, charge and spin comes out at 20.7 kcal per mole. The HOMO energy (alpha / beta) comes out at -17.99 / -17.99 eV.

Each atom is followed by the atoms it is bonded to, with distances in Å.
Positions of all 19 atoms, in Å:
1 C 2.162 -0.891 -1.079  O2 1.386, C3 1.532, H5 1.104, H6 1.090
2 O 3.449 -0.753 -0.584  C1 1.386, H7 0.964
3 C 1.483 0.464 -1.306  C1 1.532, N4 1.521, H8 1.088, H9 1.086
4 N 0.212 0.219 -2.106  C3 1.521, H10 1.030, H11 1.033, H12 1.021
5 H 1.517 -1.568 -0.493  C1 1.104
6 H 2.262 -1.400 -2.038  C1 1.090
7 H 3.441 -0.391 0.310  O2 0.964
8 H 1.175 0.931 -0.374  C3 1.088
9 H 2.132 1.098 -1.903  C3 1.086
10 H -0.377 -0.440 -1.578  N4 1.030
11 H 0.458 -0.241 -2.998  N4 1.033
12 H -0.340 1.062 -2.268  N4 1.021
13 C -0.536 -0.763 2.238  S14 1.785, H16 1.086, H17 1.090, H18 1.090
14 S -1.630 -0.601 0.837  C13 1.785, S15 2.017
15 S -1.844 1.400 0.708  S14 2.017, H19 1.355
16 H 0.469 -0.466 1.951  C13 1.086
17 H -0.535 -1.819 2.507  C13 1.090
18 H -0.859 -0.187 3.105  C13 1.090
19 H -2.328 1.526 1.968  S15 1.355



Molecular formula: C3H12NS
Method: DFT, wB97M-V/def2-TZVPD

The spin multiplicity is 2. The calculation puts the HOMO-LUMO gap (alpha / beta) at 0.0889 / 0.3297 hartree. Its energy is -574.2622 Eh. The energy above the lowest of the compared OMol25 structures with the same formula, charge and spin comes out at 26.0 kcal per mole. The HOMO energy (alpha / beta) comes out at -2.34 / -8.79 eV.

Each atom is followed by the atoms it is bonded to, with distances in Å.
Positions of all 17 atoms, in Å:
1 C -0.944 -2.353 -0.048  N2 1.483, H3 1.083, H4 1.084, H5 1.091
2 N 0.446 -1.843 -0.120  C1 1.483, H6 1.060, H7 1.053, H8 1.056
3 H -1.062 -3.387 -0.351  C1 1.083
4 H -1.369 -2.120 0.921  C1 1.084
5 H -1.540 -1.747 -0.732  C1 1.091
6 H 0.585 -0.964 0.456  N2 1.060
7 H 0.765 -1.584 -1.089  N2 1.053
8 H 1.077 -2.528 0.377  N2 1.056
9 C -0.129 1.766 -0.882  C10 1.536, H12 1.077, H13 1.086, H14 1.098
10 C 0.553 2.318 0.379  C9 1.536, S11 1.857, H15 1.081, H16 1.090
11 S 1.161 0.840 1.324  C10 1.857, H17 1.338
12 H -0.992 1.193 -0.585  C9 1.077
13 H 0.601 1.250 -1.498  C9 1.086
14 H -0.512 2.592 -1.496  C9 1.098
15 H 1.418 2.956 0.260  C10 1.081
16 H -0.203 2.906 0.899  C10 1.090
17 H 0.145 0.707 2.184  S11 1.338



Molecular formula: C3H12NS
Method: DFT, wB97M-V/def2-TZVPD

The spin multiplicity is 2. The calculation puts the HOMO-LUMO gap (alpha / beta) at 0.1387 / 0.3799 hartree. Its energy is -574.2757 Eh. The energy above the lowest of the compared OMol25 structures with the same formula, charge and spin comes out at 17.5 kcal per mole. The HOMO energy (alpha / beta) comes out at -3.17 / -9.82 eV.

Each atom is followed by the atoms it is bonded to, with distances in Å.
Positions of all 17 atoms, in Å:
1 C -1.981 -1.516 -0.042  N2 1.465, H3 1.081, H4 1.094, H5 1.110
2 N -0.817 -1.413 0.841  C1 1.465, H6 1.087, H7 1.056, H8 1.049
3 H -2.547 -2.437 -0.010  C1 1.081
4 H -2.586 -0.609 0.047  C1 1.094
5 H -1.592 -1.427 -1.077  C1 1.110
6 H -0.478 -0.391 0.995  N2 1.087
7 H 0.051 -1.912 0.505  N2 1.056
8 H -1.143 -1.665 1.806  N2 1.049
9 C 1.401 0.604 -1.073  C10 1.556, H12 1.105, H13 1.093, H14 1.090
10 C 1.632 1.792 -0.094  C9 1.556, S11 1.898, H15 1.097, H16 1.085
11 S 0.525 1.280 1.360  C10 1.898, H17 1.314
12 H 0.348 0.625 -1.407  C9 1.105
13 H 1.779 -0.305 -0.598  C9 1.093
14 H 1.995 0.740 -1.976  C9 1.090
15 H 2.619 2.009 0.334  C10 1.097
16 H 1.357 2.675 -0.661  C10 1.085
17 H -0.564 1.949 1.050  S11 1.314